No. 1
{
  "formula": "C34H97N5O12",
  "method": "ωB97M-V/def2-TZVPD",
  "fmax_ev_per_a": 3.91,
  "multiplicity": 2,
  "total_charge": 1,
  "elements": ["O", "O", "O", "O", "O", "O", "O", "O", "O", "O", "O", "O", "N", "N", "N", "N", "N", "C", "C", "C", "C", "C", "C", "C", "C", "C", "C", "C", "C", "C", "C", "C", "C", "C", "C", "C", "C", "C", "C", "C", "C", "C", "C", "C", "C", "C", "C", "C", "C", "C", "C", "H", "H", "H", "H", "H", "H", "H", "H", "H", "H", "H", "H", "H", "H", "H", "H", "H", "H", "H", "H", "H", "H", "H", "H", "H", "H", "H", "H", "H", "H", "H", "H", "H", "H", "H", "H", "H", "H", "H", "H", "H", "H", "H", "H", "H", "H", "H", "H", "H", "H", "H", "H", "H", "H", "H", "H", "H", "H", "H", "H", "H", "H", "H", "H", "H", "H", "H", "H", "H", "H", "H", "H", "H", "H", "H", "H", "H", "H", "H", "H", "H", "H", "H", "H", "H", "H", "H", "H", "H", "H", "H", "H", "H", "H", "H", "H", "H"],
  "positions_angstrom": [[4.4216, 2.3160, -2.1463], [1.0219, -5.1621, -3.3292], [0.4967, -3.8944, 3.7455], [-2.3306, 0.1373, 0.1257], [-2.7773, -1.0862, -2.3304], [1.7940, 3.3520, 4.4658], [5.7297, -3.3870, 2.4682], [-4.2131, 4.9124, -1.1499], [-3.8203, 2.1698, 2.2300], [0.0029, 4.6008, -0.0062], [0.7351, 1.2118, -5.0151], [-7.6339, 1.8538, -0.9014], [-1.7300, -4.7979, 0.8520], [3.0908, -2.6148, 3.5758], [0.2263, -0.9588, -7.9917], [-2.0242, -3.5302, -1.7974], [2.6013, 3.5076, 7.4073], [0.9331, 3.8240, -0.7411], [-3.4609, 3.7303, -0.9505], [4.5301, 1.0479, -1.5760], [-6.1194, 0.6189, 0.3544], [1.7325, 4.4154, 6.6750], [0.0562, 1.4113, -3.7742], [-0.6719, -4.0854, 1.5811], [1.0790, -4.6525, 4.8004], [-3.5489, -0.9948, -3.5204], [1.3821, 2.4418, 3.5548], [3.0824, 0.4975, -1.3658], [-2.6198, 3.5549, -2.2343], [-3.3241, 1.5019, 3.3502], [0.9900, 3.6443, 5.5401], [-7.1532, 0.5725, -0.7842], [-0.0146, 0.3897, 0.7171], [7.1330, -3.4220, 2.5982], [5.2107, -2.0362, 2.4427], [-0.7100, -3.5841, -2.4203], [0.8635, 0.0324, -7.1395], [1.5940, -6.5401, -3.1749], [2.5024, 5.6927, 6.2332], [-1.1717, 0.9501, -0.0684], [-1.2739, -2.7278, 1.7616], [3.1130, -0.5881, 2.3876], [-0.3488, -4.7146, 2.9671], [-3.7958, 0.5069, -3.7680], [0.0811, 0.2739, -5.8865], [0.2773, -2.5430, -1.8777], [0.9069, 1.2844, -8.0588], [3.7057, -1.9889, 2.4387], [-2.8108, 2.4922, 4.3086], [-0.0426, -5.0169, -2.4118], [1.8145, 4.7717, -1.5043], [-2.9863, -1.4077, -4.3578], [4.9958, 0.3382, -2.2599], [0.2358, -3.9168, 1.0016], [0.3406, 2.5796, 3.2641], [0.5303, 2.7114, 5.8665], [1.5090, 0.9690, -8.9110], [-0.8567, 1.0782, -1.1040], [-1.3165, -4.8512, 3.4498], [2.6068, 4.1482, -1.9187], [0.7148, -0.9972, -8.8748], [-3.5867, 5.6375, -1.2091], [-1.4806, 1.9295, 0.2971], [2.0557, -0.4990, 2.1379], [2.5103, 1.2338, -0.8012], [-1.8965, 2.7452, -2.1375], [0.5007, -4.9822, 5.6635], [-6.3682, 1.2891, 1.1773], [-3.2677, 3.3713, -3.0914], [2.0240, 2.4388, 2.6738], [0.4620, 3.1092, -1.4158], [-0.8342, -5.7590, -2.5163], [-1.4990, -5.7810, 0.8685], [2.0639, 2.6826, 7.6325], [-1.3625, -2.0958, 0.8780], [3.2834, 5.4179, 5.5244], [0.8493, 1.0493, 0.7990], [1.0169, 4.7756, 7.4141], [0.7408, 1.8934, -3.0763], [-2.5457, -4.2590, -2.2632], [-2.1813, -2.5936, 2.3505], [-3.4992, 1.7036, 1.4547], [-4.0524, 2.8217, -0.8378], [-4.1029, 0.8500, 3.7461], [3.2477, 3.1221, 6.7337], [-2.6235, -2.0283, -2.2286], [-2.0177, 4.4461, -2.4108], [-7.9943, -0.1186, -0.7298], [-1.9022, 3.0151, 4.0098], [5.6495, -1.5448, 3.3111], [2.5721, 0.2955, -2.3076], [5.4732, -1.5288, 1.5144], [-0.3182, 0.0500, 1.7074], [-5.9032, -0.3718, 0.7541], [0.3481, -0.5144, 0.2281], [3.5699, -3.5013, 3.5071], [1.3484, 2.0753, -7.4524], [-0.5421, -2.1182, 2.2918], [-4.5078, -1.4832, -3.3472], [-4.4442, 1.0011, -3.0445], [3.3153, -0.0404, 3.3080], [7.5162, -4.4356, 2.7160], [-0.9413, -3.3170, -3.4515], [3.6363, -0.0737, 1.5816], [4.3152, 2.1930, -3.0924], [1.3867, 1.4570, 4.0219], [-2.5886, 1.9629, 5.2352], [2.4155, -6.6314, -3.8856], [2.0855, -6.6552, -2.2089], [1.8955, -0.1793, -6.8597], [1.9895, -4.2029, 5.1966], [0.4140, -2.6408, -0.8008], [-0.6927, -0.5579, -8.1135], [-5.1256, 0.9477, 0.0508], [-0.1450, 1.5004, -8.2455], [-1.8914, -3.8613, -0.8525], [1.5476, -5.5111, 4.3195], [7.6715, -2.9838, 1.7579], [0.9349, -7.3878, -3.3619], [-0.2952, 0.5278, -3.2411], [1.2604, -2.6798, -2.3283], [-3.5395, 3.2504, 4.5952], [1.4215, 3.2064, 0.0126], [7.3556, -2.8801, 3.5173], [0.0363, -0.6199, -5.2641], [1.8797, 6.4007, 5.6864], [0.4333, 4.8585, 0.8123], [-0.9758, 0.4643, -6.0727], [0.0757, -5.7046, 2.8004], [-6.9122, 2.2622, -1.3851], [-4.3275, 0.5308, -4.7192], [0.4236, -5.1625, -1.4374], [3.0640, -0.4247, -0.7850], [0.1336, 4.2949, 5.3630], [-2.4993, 0.8274, 3.1200], [2.2420, 5.5755, -0.9050], [-0.0966, -1.5438, -2.1012], [3.3530, -2.5618, 1.5811], [-2.8937, 3.8628, -0.0292], [-2.5059, -0.3496, -0.6829], [-6.6075, 0.3810, -1.7082], [-2.8512, 1.0393, -3.8800], [5.0773, 1.0655, -0.6335], [2.1021, -2.7884, 3.4644], [-0.7968, 2.0766, -3.9077], [-2.4766, -4.7916, 1.5322], [1.2784, 5.1381, -2.3798], [2.8315, 6.3449, 7.0422]]
}

---

No. 2
{
  "formula": "C35H16Cl84FN2O4S",
  "method": "ωB97M-V/def2-TZVPD",
  "fmax_ev_per_a": 6.78,
  "total_charge": -1,
  "elements": ["Cl", "Cl", "Cl", "Cl", "Cl", "Cl", "Cl", "Cl", "Cl", "Cl", "Cl", "Cl", "Cl", "Cl", "Cl", "Cl", "Cl", "Cl", "Cl", "Cl", "Cl", "Cl", "Cl", "Cl", "Cl", "Cl", "Cl", "Cl", "Cl", "Cl", "Cl", "Cl", "Cl", "Cl", "Cl", "Cl", "Cl", "Cl", "Cl", "Cl", "Cl", "Cl", "Cl", "Cl", "Cl", "Cl", "Cl", "Cl", "Cl", "Cl", "Cl", "Cl", "Cl", "Cl", "Cl", "Cl", "Cl", "Cl", "Cl", "Cl", "Cl", "Cl", "Cl", "Cl", "Cl", "Cl", "Cl", "Cl", "Cl", "Cl", "Cl", "Cl", "Cl", "Cl", "Cl", "Cl", "Cl", "Cl", "Cl", "Cl", "Cl", "Cl", "Cl", "Cl", "S", "F", "O", "O", "O", "O", "N", "N", "C", "C", "C", "C", "C", "C", "C", "C", "C", "C", "C", "C", "C", "C", "C", "C", "C", "C", "C", "C", "C", "C", "C", "C", "C", "C", "C", "C", "C", "C", "C", "C", "C", "C", "C", "H", "H", "H", "H", "H", "H", "H", "H", "H", "H", "H", "H", "H", "H", "H", "H"],
  "positions_angstrom": [[10.7009, -0.3446, 2.2801], [11.6477, -1.8638, -0.0019], [-7.8869, -6.9641, -3.2191], [3.7733, 8.5122, 1.4013], [5.4224, -7.4618, -12.8230], [6.6321, -4.3362, 0.1024], [1.6185, 3.3901, -6.1058], [-1.5686, 1.3397, 8.3696], [2.4581, 10.4404, 4.8697], [-4.4575, 1.2772, 8.0794], [1.3837, -0.2108, 8.1631], [-8.0739, -14.5681, 3.1631], [-11.5796, -11.5201, -8.8622], [0.8650, 9.3576, 2.6990], [6.1090, -1.9926, -14.3780], [-12.8070, -9.8594, -6.8229], [4.2646, 0.2442, -14.2676], [0.5334, 8.3328, 5.3929], [-8.7381, -1.3233, -0.4279], [2.7185, 6.8589, -7.3827], [6.9491, -3.2892, -2.5879], [4.2660, -1.7375, -12.1461], [11.7167, 1.0362, -0.0606], [-10.9398, -8.5041, 5.1695], [-8.3813, -7.5221, 4.2162], [6.2109, -4.6690, -12.7969], [8.8037, 0.2394, -9.8516], [5.2685, 6.0611, 1.8289], [3.2706, -2.4321, -14.7812], [5.7131, -1.6591, -0.5285], [-7.9847, -9.4596, -1.7420], [3.6119, -0.2231, 10.0209], [6.7778, 0.1665, -6.8698], [-6.9442, -3.9394, 7.5857], [-8.0854, -12.4781, 1.1508], [7.6406, 2.8061, -6.0273], [-10.5887, -13.4333, 2.2640], [4.3216, 7.9320, -5.2142], [-2.7674, -0.0197, 6.1032], [4.5358, 7.7234, 4.0895], [2.0325, 2.8798, -3.2797], [1.4807, 8.5121, -5.3431], [-8.4206, -0.3023, -3.1252], [7.2846, 0.6983, -4.0633], [2.2183, 2.2559, 9.4412], [3.4693, -5.4094, -12.1959], [-3.0646, 10.1509, 7.1675], [-6.2384, -5.5900, 5.3033], [-8.9978, -10.3521, 4.0571], [-4.0281, 11.6864, 9.4334], [6.4609, 0.9424, -11.4089], [-7.2948, -6.2670, -0.0973], [0.9096, 0.1850, 10.9980], [-9.9664, -10.4367, -6.7065], [8.5558, -2.2247, -0.4144], [-7.0432, -9.4341, -4.4876], [0.7580, 13.4711, 6.3195], [-0.1997, 15.0054, 8.5864], [-8.5118, -9.1151, 6.6376], [-3.0022, 13.0508, 7.0861], [-7.7335, -3.1243, 4.9162], [8.5544, -0.6885, -12.5850], [9.4959, 0.5748, -5.9382], [-0.3845, 11.0058, 4.7347], [4.2939, 2.8836, -5.0959], [-9.0472, -15.1345, 0.4886], [-9.6473, 1.3551, -1.0822], [-1.1897, 11.6083, 8.8348], [-3.0130, -1.1460, 8.7664], [13.5366, -0.4238, 1.6667], [2.3573, 0.7284, -5.2096], [-11.8955, -12.5338, -6.1612], [-4.9399, -3.0215, 5.6945], [-6.8064, 0.7723, -0.9664], [-6.6749, -3.4350, 0.0391], [6.5561, 8.6342, 2.2132], [-9.8512, -8.9840, -3.9126], [4.4827, -5.6718, -14.9031], [-6.8052, -5.0100, 2.4720], [2.3868, 5.8345, -4.6891], [0.8273, 16.3709, 6.2401], [6.8427, -1.7941, -10.5088], [-9.2344, -4.4082, 1.0024], [2.6384, 14.9232, 7.9860], [-2.5342, -2.1854, 4.7347], [4.1272, 0.2410, -0.5523], [4.3714, -0.4898, 2.3779], [-0.3308, 3.8226, 2.6603], [-1.2468, 0.4953, 0.9937], [4.1342, -2.8046, 1.9961], [-2.3416, -1.1375, 3.3783], [-0.9057, -2.7395, 4.9695], [2.5751, 2.4708, -4.9224], [-2.9518, 0.3636, 7.8298], [-11.5617, -11.0876, -7.1384], [1.7950, 0.4124, 0.2474], [-1.0363, 1.9252, 1.1375], [-0.3187, -0.2829, 1.7479], [1.3921, -2.1462, 3.6003], [-0.1455, -2.0769, 3.9359], [2.7268, 7.2840, -5.6566], [1.0063, 14.9425, 7.2828], [-0.2342, 2.3743, 2.4504], [-2.8209, 11.6239, 8.1304], [7.6638, -0.3258, -11.0909], [0.8684, 9.7837, 4.4236], [-8.1916, -8.7100, -3.3403], [-7.5015, -4.7799, 0.8538], [2.4248, -0.3350, -2.2724], [11.9001, -0.3991, 0.9714], [2.0475, -1.3573, 2.4198], [-8.4032, 0.1253, -1.4002], [2.0309, 0.5012, 9.6551], [6.9605, -2.8767, -0.8558], [2.8074, -0.3893, -0.7053], [1.2002, -0.4273, 1.4690], [-9.2075, -8.8732, 5.0202], [7.7996, 1.0609, -5.7238], [-0.9340, -1.1096, 2.9621], [4.4793, -1.4799, -13.8925], [-8.9489, -13.9036, 1.7665], [0.7814, 4.3143, 3.4437], [1.6203, 5.4913, 2.7326], [-6.4646, -3.9183, 5.8741], [3.6266, -1.5363, 2.2459], [5.0337, 7.7326, 2.3832], [4.8960, -5.8020, -13.1796], [2.4968, 5.0940, 2.0731], [2.0368, -2.8150, 4.2817], [0.8898, 0.7099, -0.4132], [-0.6076, 1.8747, 3.4082], [0.3294, 4.7497, 4.4209], [0.9946, 6.1836, 2.0696], [1.6187, 0.4482, -2.4956], [1.5311, 3.5170, 3.7765], [2.0817, -1.4071, -2.5507], [2.8409, -1.4813, -0.3651], [3.3512, -0.0472, -2.9021], [-2.0769, 2.4379, 1.1183], [-0.4814, 2.3038, 0.2114], [2.1419, 6.1297, 3.5585], [0.8874, 2.1706, 2.2346], [2.2148, 1.4112, 0.6480]]
}

---

Computed energy (eV) in order:
-68835.646; -1113146.400